Formula: C35H40N7O3
Source: the Open Molecules 2025 dataset
Level of theory: wB97M-V/def2-TZVPD

```
85
Properties=species:S:1:pos:R:3:forces:R:3
O 8.13712 1.49298 3.03405 -0.91 -2.37 0.48
O 8.67391 -0.61316 3.37270 -2.04 1.57 -0.15
O -4.27426 2.05070 4.02138 1.83 -0.61 -0.26
N -1.39229 -6.03143 2.03449 -0.57 0.57 0.04
N -2.08991 2.68949 3.65511 -0.34 -0.44 0.07
N 7.82502 0.30058 3.26725 4.08 0.95 -0.43
N -3.14058 -4.78668 2.27425 0.81 -0.55 -0.56
N -1.88472 -4.89838 2.61916 -0.26 -1.01 -0.25
N 0.98481 -4.36594 1.50111 -0.39 0.63 0.68
N -1.00734 0.71548 3.84471 1.88 -2.34 -0.01
C -4.91557 -1.47412 4.18416 -0.33 0.20 -0.05
C -2.32946 4.10697 3.48154 0.26 0.30 -0.04
C 0.92236 -5.75949 1.23404 -0.46 -0.38 -0.97
C -5.28264 -0.53197 1.98636 0.06 0.13 0.50
C -7.31062 -6.10180 -0.40199 0.38 0.14 0.29
C -0.12687 2.44657 2.24177 -0.11 -0.29 -0.18
C 0.09850 2.80702 4.72296 -0.12 -0.23 0.28
C -4.75918 -5.93395 0.78488 -1.64 -0.05 -0.80
C -2.93297 -0.60196 2.91540 0.13 -0.11 -0.49
C -5.78040 -5.03192 1.15294 0.20 -0.35 -0.19
C -3.46593 -5.81314 1.41213 1.38 0.24 0.58
C 5.50427 1.02137 3.29944 0.48 -0.35 0.03
C -7.17614 -1.22270 3.33442 0.46 0.00 0.03
C 6.03366 -1.33996 3.68305 0.73 0.85 -0.19
C -6.29542 -6.98729 -0.79383 -0.06 0.22 0.19
C -2.43520 0.39224 3.96841 -0.72 0.18 0.72
C 2.26738 -3.76645 1.31922 0.32 0.40 -0.04
C 2.31164 -0.92102 3.81548 -1.85 0.70 0.27
C -6.66239 -0.67408 2.15326 0.09 -0.14 0.04
C 3.69561 -0.59244 3.68741 2.13 0.51 -0.22
C 2.38443 -6.22941 1.26530 -0.29 0.19 0.62
C -3.08424 1.78226 3.88661 -1.42 0.58 0.18
C -6.29618 -1.62520 4.35064 0.15 0.04 -0.28
C -7.04523 -5.12301 0.57276 0.15 -0.39 -0.31
C -0.01310 -6.47095 2.20914 0.23 0.13 0.05
C -5.03102 -6.90914 -0.21196 0.12 0.62 0.66
C 6.44952 -0.01435 3.41705 -2.58 -0.76 0.31
C 4.15891 0.74011 3.43292 -0.35 -0.82 0.11
C -4.41309 -0.88256 3.02674 -0.24 -0.09 -0.17
C -0.05980 -0.24274 3.88207 -2.30 1.23 0.10
C -2.33948 -6.60527 1.26095 -0.50 0.73 0.31
C 4.68633 -1.61552 3.81675 -0.96 0.51 -0.03
C -0.74233 2.14593 3.61830 0.04 1.28 -0.28
C 1.29632 0.02248 3.73860 2.25 -0.31 -0.18
C 3.20536 -4.95170 0.98385 -0.24 -0.07 -0.29
H 0.51696 -5.92864 0.21318 0.04 -0.20 0.21
H 1.59298 1.05259 3.55566 -0.10 -0.58 0.09
H -0.42904 2.74549 5.68391 0.16 0.03 -0.21
H -0.40586 -1.27072 4.03890 -0.02 0.39 -0.02
H 3.45553 -4.91340 -0.08275 0.17 0.02 0.29
H -1.95027 4.43671 2.50666 -0.21 -0.03 0.15
H 0.25169 3.86256 4.46331 -0.02 -0.34 0.13
H -1.80587 4.67914 4.25689 -0.24 -0.05 -0.10
H -2.36481 -1.53842 3.02184 -0.11 0.13 -0.05
H -2.71145 -0.18931 1.92240 0.01 -0.12 0.10
H 0.17350 -3.85211 1.82379 0.29 -0.28 -0.24
H -4.23091 -7.58887 -0.51544 -0.35 0.14 0.02
H 3.46133 1.57037 3.33232 0.17 -0.25 0.02
H 0.03499 3.52939 2.16034 -0.03 -0.37 -0.04
H 5.85339 2.03163 3.10205 -0.08 -0.25 0.05
H 2.55854 -7.03809 0.54702 0.09 0.20 0.25
H -0.00685 -7.55045 2.02862 0.07 0.16 0.17
H -2.19158 -7.46932 0.64166 0.24 -0.16 0.14
H -3.39914 4.31069 3.54087 0.15 -0.21 0.03
H -7.33488 -0.33794 1.36090 0.19 -0.21 0.25
H -4.21160 -1.78977 4.96029 -0.37 0.04 -0.12
H -6.67838 -2.04432 5.27956 0.03 0.02 -0.25
H 2.06486 -1.96325 4.02929 -0.02 0.19 -0.11
H 4.11935 -4.92850 1.58396 -0.06 0.02 -0.29
H -7.82507 -4.42941 0.88229 0.14 -0.15 -0.11
H 2.59286 -6.58806 2.28392 0.10 -0.08 -0.26
H -0.81304 2.12216 1.44769 0.21 0.10 0.17
H 2.59056 -3.23683 2.23348 0.10 -0.12 -0.17
H -5.54876 -4.26430 1.89668 -0.19 -0.27 -0.24
H 2.27050 -3.01553 0.50653 0.13 -0.20 0.18
H -8.30044 -6.17381 -0.85556 0.30 0.04 0.15
H 0.82965 1.93982 2.10435 -0.14 0.21 -0.13
H 4.35927 -2.63488 4.03230 0.13 0.27 -0.10
H 0.30314 -6.23994 3.23871 -0.21 -0.20 -0.30
H 1.07408 2.33036 4.83059 -0.12 0.23 0.08
H -6.49439 -7.74216 -1.55638 0.06 0.23 0.23
H -8.25233 -1.35040 3.46038 0.33 0.11 -0.01
H -4.86010 -0.10832 1.07226 -0.26 -0.06 0.23
H -2.64499 -0.01666 4.97502 0.18 0.22 -0.36
H 6.79134 -2.11427 3.77662 -0.20 0.16 -0.01
```
Forces are in eV/Å.

Relative energy (zero: lowest compared OMol25 entry of this formula, charge and spin) (eV): 0.2157
Net charge: +1
E_LUMO (eV): -5.429
M (g/mol): 606.75

In the Mulliken picture, each atom carries the following charge in e: number 1, O, carries -0.56; number 2, O, carries -0.56; number 3, O, carries -0.68; number 4, N, carries 0.64; number 5, N, carries 0.25; number 6, N, carries 0.94; number 7, N, carries -0.14; number 8, N, carries -0.75; number 9, N, carries -0.03; number 10, N, carries 0.58; number 11, C, carries -0.05; number 12, C, carries -0.90; number 13, C, carries 0.51; number 14, C, carries -0.27; number 15, C, carries -0.46; number 16, C, carries -1.55; number 17, C, carries -1.57; number 18, C, carries 0.59; number 19, C, carries -0.73; number 20, C, carries -0.47; number 21, C, carries -0.11; number 22, C, carries -0.71; number 23, C, carries -0.49; number 24, C, carries -0.70; number 25, C, carries -0.60; number 26, C, carries 0.19; number 27, C, carries -0.03; number 28, C, carries -0.76; number 29, C, carries -0.77; number 30, C, carries 0.77; number 31, C, carries -0.79; number 32, C, carries 0.17; number 33, C, carries -0.85; number 34, C, carries -0.47; number 35, C, carries -1.32; number 36, C, carries -0.48; number 37, C, carries -0.06; number 38, C, carries -0.34; number 39, C, carries 0.56; number 40, C, carries 0.42; number 41, C, carries 0.15; number 42, C, carries -0.40; number 43, C, carries 0.13; number 44, C, carries 0.52; number 45, C, carries -0.57; number 46, H, carries 0.18; number 47, H, carries -0.91; number 48, H, carries 0.38; number 49, H, carries 0.61; number 50, H, carries 0.28; number 51, H, carries 0.30; number 52, H, carries 0.48; number 53, H, carries 0.29; number 54, H, carries 0.14; number 55, H, carries 0.38; number 56, H, carries 0.04; number 57, H, carries 0.23; number 58, H, carries 0.33; number 59, H, carries 0.50; number 60, H, carries 0.49; number 61, H, carries 0.36; number 62, H, carries 0.26; number 63, H, carries 0.40; number 64, H, carries 0.37; number 65, H, carries 0.41; number 66, H, carries 0.37; number 67, H, carries 0.41; number 68, H, carries 0.59; number 69, H, carries 0.33; number 70, H, carries 0.40; number 71, H, carries 0.35; number 72, H, carries 0.35; number 73, H, carries -0.36; number 74, H, carries 0.50; number 75, H, carries 0.35; number 76, H, carries 0.37; number 77, H, carries 0.41; number 78, H, carries 0.45; number 79, H, carries 0.28; number 80, H, carries 0.39; number 81, H, carries 0.37; number 82, H, carries 0.43; number 83, H, carries 0.35; number 84, H, carries 0.38; number 85, H, carries 0.49